The following is a quantum chemistry calculation of 13 unconnected molecules or ions with the total composition C6H38N2O12 in a non-equilibrium geometry, from the OMol25 dataset.

Last columns: bonded neighbours and bond lengths (Å).
Element x y z (Å)
1 N -2.174 -0.532 -1.706  C2 1.467, H9 1.007, H10 1.011
2 C -1.966 0.438 -0.625  N1 1.467, C3 1.578, H11 1.086, H12 1.089
3 C -1.692 -0.177 0.802  C2 1.578, N4 1.488, H13 1.096, H14 1.087
4 N -0.317 0.102 1.297  C3 1.488, C5 1.500, C8 1.500
5 C -0.182 -0.439 2.690  N4 1.500, C6 1.540, H15 1.087, H16 1.090
6 C -0.607 0.628 3.715  C5 1.540, C7 1.538, H17 1.088, H18 1.091
7 C -0.613 1.933 2.902  C6 1.538, C8 1.533, H19 1.087, H20 1.082
8 C -0.085 1.568 1.510  N4 1.500, C7 1.533, H21 1.087, H22 1.087
9 H -2.893 -0.237 -2.347  N1 1.007
10 H -2.298 -1.501 -1.446  N1 1.011
11 H -1.122 1.094 -0.813  C2 1.086
12 H -2.894 0.967 -0.409  C2 1.089
13 H -2.502 0.189 1.444  C3 1.096
14 H -1.714 -1.264 0.772  C3 1.087
15 H -0.783 -1.344 2.686  C5 1.087
16 H 0.871 -0.661 2.865  C5 1.090
17 H -1.522 0.393 4.256  C6 1.088
18 H 0.178 0.643 4.472  C6 1.091
19 H 0.063 2.626 3.398  C7 1.087
20 H -1.633 2.287 2.823  C7 1.082
21 H -0.622 2.161 0.775  C8 1.087
22 H 0.987 1.721 1.418  C8 1.087
23 H 4.262 -1.741 -0.818  O25 0.960
24 H 3.035 -0.915 -1.263  O25 0.965
25 O 3.359 -1.814 -1.136  H23 0.960, H24 0.965
26 H -2.774 3.221 0.051  O28 0.966
27 H -3.575 3.297 1.304  O28 0.962
28 O -3.690 3.197 0.355  H26 0.966, H27 0.962
29 H 2.579 -1.183 1.939  O31 0.960
30 H 3.667 -1.756 2.876  O31 0.960
31 O 3.107 -0.993 2.719  H29 0.960, H30 0.960
32 H 1.384 -4.361 -0.979  O34 0.968
33 H 1.708 -3.677 -2.244  O34 0.967
34 O 1.058 -4.299 -1.889  H32 0.968, H33 0.967
35 H -0.887 -3.916 -0.820  O37 0.963
36 H -0.474 -2.611 -0.201  O37 0.973
37 O -1.234 -3.037 -0.636  H35 0.963, H36 0.973
38 H 1.951 1.272 -2.192  O40 0.974
39 H 1.835 0.797 -0.814  O40 0.972
40 O 2.533 0.997 -1.461  H38 0.974, H39 0.972
41 H 0.209 2.396 -2.913  O43 0.968
42 H 0.043 0.887 -2.770  O43 0.967
43 O 0.252 1.572 -3.419  H41 0.968, H42 0.967
44 H 1.689 -2.114 -0.193  O46 0.982
45 H 0.869 -1.479 0.832  O46 0.979
46 O 1.240 -2.365 0.643  H44 0.982, H45 0.979
47 H 0.623 -1.616 -2.134  O49 0.974
48 H -0.422 -0.722 -1.878  O49 0.994
49 O 0.538 -0.787 -1.630  H47 0.974, H48 0.994
50 H -2.977 -2.937 0.222  O52 0.971
51 H -4.114 -2.229 0.993  O52 0.959
52 O -3.657 -3.068 0.902  H50 0.971, H51 0.959
53 H 3.314 4.270 -1.041  O55 0.954
54 H 2.783 2.782 -1.197  O55 0.978
55 O 2.584 3.680 -0.865  H53 0.954, H54 0.978
56 H 0.958 4.098 -1.426  O58 0.981
57 H -0.133 4.751 -2.358  O58 0.960
58 O 0.043 4.014 -1.769  H56 0.981, H57 0.960

Summary:
Energy in eV: -34389.573
Max |F| in eV Å⁻¹: 2.222
2S+1: 1
Relative energy (zero: lowest compared OMol25 entry of this formula, charge and spin) in eV: 0.582

Atom charges from the natural (NBO) analysis, given in e for atoms 1 to 6: N -0.8940; C -0.2467; C -0.2491; N -0.4723; C -0.2545; C -0.4349